Entry 1:
The following is a DFT calculation (ωB97M-V/def2-TZVPD) of a structure of composition C18H25B2CoF4N8O4S.

Structure (XYZ):
```
63
Properties=species:S:1:pos:R:3:forces:R:3
Co 0.4867 -0.1935 0.1145 -0.2196 0.2584 -0.0796
C -3.7206 -0.5929 -0.2311 -0.0006 -0.0264 -0.0054
C -2.2966 -0.2671 -0.6310 -0.0820 0.0687 -0.1786
N -2.1886 1.1477 -1.1516 -0.0532 -0.0834 0.1232
O -2.2941 1.9705 -0.1256 0.0469 0.0309 -0.0826
B -1.1881 3.0189 0.0281 -0.2025 0.0299 0.0315
F -1.7513 4.0937 0.6336 0.0638 0.0007 -0.0461
F -0.5293 3.2306 -1.1560 0.0062 0.0410 -0.0144
O -0.1908 2.4699 1.0546 0.0676 -0.0255 0.0446
N 0.7716 1.6413 0.6045 0.0803 -0.0313 0.0271
C 2.0011 1.9993 0.7076 0.0236 -0.0308 -0.0114
C 2.4443 3.3441 1.1553 -0.0007 0.0034 0.0087
C 2.9566 0.9137 0.3815 -0.0062 0.0242 0.0150
N 2.3822 -0.1885 0.0419 0.0129 -0.0420 -0.0109
O 3.1432 -1.2500 -0.1574 0.0004 -0.0086 -0.0076
B 2.4870 -2.4672 -0.8326 0.0176 0.0457 0.0273
F 2.1654 -2.1040 -2.1325 0.0057 -0.0152 -0.0059
F 3.3671 -3.4787 -0.6915 0.0056 -0.0099 -0.0203
O 1.2172 -2.8400 -0.1056 -0.0153 -0.0070 0.0080
N 0.2407 -1.9643 -0.4358 0.0151 -0.1064 0.0056
C -0.7332 -2.3245 -1.1762 -0.0115 -0.0659 -0.0251
C -0.8530 -3.7283 -1.6596 -0.0025 0.0028 0.0050
C 4.4362 1.0264 0.4748 -0.0080 0.0050 0.0030
H -4.0596 0.1471 0.4892 -0.0004 0.0014 0.0008
H -3.7950 -1.5850 0.2177 -0.0020 -0.0033 -0.0110
H -4.3677 -0.5406 -1.1013 -0.0034 0.0086 0.0008
H 1.5999 4.0240 1.2024 -0.0071 -0.0041 0.0006
H 3.1970 3.7370 0.4714 -0.0003 0.0028 0.0000
H 2.9030 3.2740 2.1447 0.0044 0.0045 -0.0076
H -0.2275 -4.3812 -1.0595 -0.0016 -0.0006 0.0006
H -0.5044 -3.7833 -2.6942 0.0004 0.0057 0.0026
H -1.8867 -4.0671 -1.6332 -0.0042 0.0055 -0.0046
H 4.7440 2.0099 0.8164 0.0002 0.0005 -0.0005
H 4.8855 0.8206 -0.4986 -0.0027 -0.0066 0.0025
H 4.8180 0.2649 1.1566 0.0020 0.0025 0.0034
C -0.4636 -0.8234 5.7727 -0.0033 0.0022 -0.0044
C -0.5262 0.4849 4.9989 0.0166 -0.0181 0.0061
N -1.3224 0.3580 3.7755 -0.1015 0.0345 0.0198
C -0.8697 -0.0749 2.6363 0.1568 -0.0629 -0.0460
S 0.6730 -0.6716 2.3182 -0.0488 0.0056 0.0586
N -1.8694 -0.1166 1.6179 -0.0158 -0.0312 -0.0397
N -1.3935 -0.2396 0.4903 0.2343 0.0175 0.1556
C -1.6295 -1.1912 -1.7306 0.0204 -0.0189 0.0099
C -2.7141 -1.7598 -2.6405 -0.0178 0.0171 -0.0081
C -0.6504 -0.3148 -2.5193 -0.0297 0.0078 -0.0034
C -0.7591 -0.0977 -3.8775 -0.0067 -0.0088 -0.0041
C 0.1337 0.7556 -4.5058 0.0059 0.0048 -0.0120
C 1.1073 1.3787 -3.7523 0.0006 -0.0054 -0.0118
C 1.1661 1.1036 -2.4027 0.0046 -0.0266 0.0029
N 0.3221 0.2656 -1.8017 0.0479 -0.0002 0.0419
H 0.1430 -0.6840 6.6663 -0.0035 -0.0010 -0.0005
H -0.0093 -1.6133 5.1748 0.0015 0.0006 0.0000
H -1.4575 -1.1453 6.0819 0.0027 0.0019 0.0009
H 0.4693 0.8157 4.7011 -0.0028 0.0008 -0.0094
H -0.9844 1.2757 5.5888 -0.0027 0.0035 -0.0021
H -2.3020 0.6179 3.7920 0.0104 0.0013 0.0171
H -3.3895 -2.4065 -2.0858 0.0042 -0.0054 0.0008
H -2.2806 -2.3427 -3.4503 -0.0044 -0.0106 0.0099
H -3.3011 -0.9520 -3.0760 0.0053 0.0032 0.0041
H -1.5437 -0.5694 -4.4467 0.0047 0.0088 0.0068
H 0.0553 0.9354 -5.5694 0.0046 0.0018 0.0022
H 1.8176 2.0647 -4.1890 -0.0014 -0.0022 -0.0006
H 1.9178 1.5696 -1.7883 -0.0111 0.0044 0.0071
```
Forces are in eV/Å.

The spin multiplicity is 2. The relative energy (zero: lowest compared OMol25 entry of this formula, charge and spin) is 0.000 eV. The HOMO energy (alpha / beta) comes out at -11.776 / -12.304 eV. Its total charge is +1. The HOMO-LUMO gap (alpha / beta) is 7.0 / 7.5 eV. The value obtained for the largest force on an atom is 0.35 eV/Å.

Löwdin population analysis, charges in e, atoms 1 to 5: 0.37, 0.01, -0.40, 0.16, 0.04

Entry 2:
The following is a DFT calculation (ωB97M-V/def2-TZVPD) of the molecule C4H11BS at a distorted geometry.

Structure (XYZ):
```
17
Properties=species:S:1:pos:R:3:forces:R:3
B -3.0303 -0.8253 -0.3855 -2.3684 3.3876 1.2052
C 2.0625 1.1800 0.2535 2.2601 -0.8430 2.4363
C 1.2021 0.6618 -0.7506 -2.9249 -2.6417 -3.8545
C 0.3552 -0.6194 -0.2487 -1.4032 1.9624 -1.9773
C -0.4652 -0.4268 1.0180 -2.7989 -2.4284 -1.9825
S -2.2185 0.4365 0.6282 1.3738 -1.6840 -0.2157
H -2.6435 -1.8166 -0.6344 1.4838 -2.5094 -0.6261
H -4.2261 -0.5996 -0.7084 1.3824 0.0742 0.3032
H 1.8018 0.9059 1.2763 -0.5603 0.3924 0.0392
H 2.1322 2.2001 0.1476 0.2498 2.5262 0.2593
H 3.0769 0.8196 0.2364 0.6062 -0.3508 -0.4819
H 1.7222 0.3969 -1.7663 -0.5957 0.1329 1.9622
H 0.5045 1.4473 -1.1256 0.0415 -0.5792 0.6136
H 0.9906 -1.4824 -0.1547 0.3343 -0.3581 0.0282
H -0.4979 -0.8369 -1.0090 1.9584 0.0158 0.7912
H -0.7019 -1.4687 1.3846 -0.2088 1.1157 -0.3915
H -0.0647 0.0277 1.8386 1.1698 1.7874 1.8912
```
Forces are in eV/Å.

The relative energy (zero: lowest compared OMol25 entry of this formula, charge and spin) is 1.239 eV. The HOMO energy comes out at -9.857 eV. The SMILES is BSCCCC. The HOMO-LUMO gap is 10.4 eV. The value obtained for the largest force on an atom is 5.51 eV/Å.

natural (NBO) population analysis, charges in e, atoms 1 to 5: 0.11, -0.63, -0.40, -0.42, -0.43

Entry 3:
The following is a DFT calculation (ωB97M-V/def2-TZVPD) of a structure of composition C18H18NO3Sn at a distorted geometry.

Structure (XYZ):
```
41
Properties=species:S:1:pos:R:3:forces:R:3
C 0.5995 -2.3813 3.3624 0.4804 -1.0538 -0.8632
C -0.6895 -2.4944 2.7824 0.8687 -0.5711 -0.7052
C -0.5553 -2.3721 1.3646 1.3273 -1.8678 0.2687
H -1.6106 -2.7506 3.3053 0.2777 0.4367 -0.1069
C 0.8689 -2.2102 1.0698 -0.5992 -2.1510 0.3009
C 1.5588 -2.1907 2.3308 -1.0792 -0.8578 -0.3281
H 2.6349 -2.1141 2.4563 -0.2442 0.1192 0.0165
H 0.8608 -2.5763 4.4010 -0.2866 0.6073 -0.3724
H -1.3426 -2.5819 0.6475 0.1165 0.2186 0.0573
H 1.3192 -2.2371 0.0813 -0.0637 0.2197 0.1923
C -0.8692 2.0622 1.3397 0.8715 2.0144 0.1950
C -0.6255 2.1373 2.7513 0.5755 1.7143 -0.6843
C 0.7869 2.1900 2.9573 -0.6840 0.4139 -0.3953
H -1.4023 2.2901 3.5030 0.5119 -0.5359 -0.3102
C 1.4358 2.1040 1.6923 -0.8567 0.9808 -0.4100
C 0.4174 2.0829 0.6783 -0.0933 1.7750 0.2226
H 0.5803 2.1741 -0.3992 -0.0125 -0.3540 0.5005
H -1.8540 2.1144 0.8693 0.4168 -0.1559 0.1261
H 1.2848 2.3445 3.9173 -0.2514 -0.4710 -0.3588
H 2.5107 2.1771 1.4972 -0.4952 -0.2039 0.1488
Sn 0.0701 -0.0882 1.6189 0.3509 -0.3193 3.1545
O -0.7079 -0.0932 -0.4985 -0.5625 -1.6814 -4.0537
C -1.8584 -0.4765 -1.2531 0.7919 -0.2253 0.0682
C -0.6688 -0.9496 -2.0047 -0.4162 1.0939 2.6788
H -2.4781 -1.2355 -0.7590 0.0227 0.3610 -0.2280
H -2.3552 0.3903 -1.6839 -0.3995 -0.2333 0.0732
H -0.3252 -1.9675 -1.8441 -0.0366 0.1900 0.1394
H 1.0764 -1.8173 -3.8489 -0.1252 0.1998 -0.1615
C 0.7481 -0.7937 -4.0346 -0.6631 0.2432 0.5629
C -0.0729 -0.1645 -3.0627 0.5615 0.7693 -1.2829
C -0.3807 1.2056 -3.2404 -0.2283 -0.3903 -0.0732
H -0.9287 1.7558 -2.4679 0.2457 -0.2970 -0.2580
C -0.0453 1.8541 -4.4232 0.2448 -0.0940 -0.1745
H -0.3373 2.8959 -4.5684 0.0988 -0.2996 0.0758
C 0.6495 1.1811 -5.4376 -0.0846 -0.3687 0.4039
H 0.8492 1.6775 -6.3869 0.0486 -0.1187 0.2687
C 1.0727 -0.1391 -5.2181 -0.0072 0.4011 -0.1051
H 1.6496 -0.6600 -5.9846 -0.1430 0.1559 0.2428
O 0.2648 -0.5069 5.3580 -0.7803 0.4970 1.0847
N -0.5044 -0.1562 4.4562 0.5024 0.1041 -1.2952
O -1.6268 0.3199 4.6754 -0.2009 -0.2655 1.3851
```
Forces are in eV/Å.

The HOMO energy (alpha / beta) comes out at -2.270 / -2.270 eV. Its total charge is -1. The HOMO-LUMO gap (alpha / beta) is 4.1 / 4.1 eV. The value obtained for the largest force on an atom is 4.42 eV/Å.

natural (NBO) population analysis, charges in e, atoms 1 to 5: -0.26, -0.27, -0.45, 0.22, -0.51

Entry 4:
The following is a DFT calculation (ωB97M-V/def2-TZVPD) of a cluster of 2 separate species, C4H10Cl2NP in total at a distorted geometry.

Structure (XYZ):
```
18
Properties=species:S:1:pos:R:3:forces:R:3
C -1.6354 -0.3921 -0.5832 0.1987 -0.1041 -0.1172
C -0.4832 1.8007 -0.2567 0.1400 -0.0392 -0.0347
C -0.2868 0.3212 -0.6015 -0.1088 0.1731 -0.0127
C 0.6950 -0.4112 0.2833 -1.6282 1.2457 3.0004
N 2.0573 -0.1804 0.2915 1.6070 0.2114 -0.0744
P 0.4799 -2.2229 0.5237 -0.2691 -0.7470 -0.4192
Cl 2.8762 -1.2434 -0.8940 0.0442 0.4758 0.0386
Cl 2.6210 1.4491 0.0674 -0.0775 -0.3353 -0.0647
H -1.5227 -1.4418 -0.8641 -0.1726 0.0403 0.0012
H -2.0711 -0.3329 0.4120 -0.0866 -0.0167 0.1145
H -2.3181 0.0729 -1.2888 -0.0571 0.0574 -0.0462
H -1.3912 2.1698 -0.7240 -0.1458 0.0307 -0.0813
H -0.5716 1.9052 0.8270 -0.0473 0.0043 -0.0250
H 0.3444 2.4154 -0.5947 -0.0714 0.0532 0.0183
H 0.1349 0.2507 -1.6164 0.0192 -0.0467 0.0211
H 0.2283 0.2937 2.0667 0.7556 -0.9766 -2.8190
H -0.5838 -2.1417 1.4130 -0.4172 0.0416 0.2497
H 1.4268 -2.3122 1.5388 0.3169 -0.0679 0.2506
```
Forces are in eV/Å.

The relative energy (zero: lowest compared OMol25 entry of this formula, charge and spin) is 7.188 eV. The HOMO energy (alpha / beta) comes out at -8.659 / -8.655 eV. The HOMO-LUMO gap (alpha / beta) is 7.9 / 7.9 eV. The value obtained for the largest force on an atom is 3.63 eV/Å.

natural (NBO) population analysis, charges in e, atoms 1 to 5: -0.60, -0.60, -0.35, -0.05, -0.50

Entry 5:
The following is a DFT calculation (ωB97M-V/def2-TZVPD) of the molecule C4H9NO3 at a distorted geometry.

Structure (XYZ):
```
17
Properties=species:S:1:pos:R:3:forces:R:3
C -0.2573 -0.3089 0.8157 1.0645 1.3138 -0.2950
C -0.7956 0.1218 -0.5496 2.1408 0.8911 -0.3202
C 2.1550 0.4713 1.0738 -0.3153 -0.1592 0.2218
C -0.5870 -0.8166 -1.7190 -0.2664 0.0525 0.0388
O 0.7916 0.8449 0.9201 0.0608 -1.1224 1.1665
O -1.1244 -0.2578 1.8516 0.0706 0.0801 0.3466
N -2.0438 0.7581 -0.3955 -1.2695 0.6142 -0.7636
O -2.7405 0.8998 -1.3910 0.9627 -0.3140 0.9519
H -1.7067 0.5094 1.7057 0.0096 -0.2587 -0.0189
H 0.3040 -1.2449 0.8140 -0.1366 0.0407 0.0812
H 0.1091 1.0198 -0.4360 -2.4808 -1.1298 -1.4061
H 2.5221 -0.0477 0.1819 0.0612 0.0315 0.0249
H 2.7237 1.3867 1.2292 0.0085 -0.0506 -0.0501
H 2.2828 -0.1761 1.9451 0.0546 0.0076 0.0014
H -0.8954 -0.3283 -2.6421 0.0570 -0.0368 0.0116
H -1.1960 -1.7157 -1.5973 0.0144 -0.0200 -0.0408
H 0.4581 -1.1161 -1.8068 -0.0360 0.0600 0.0497
```
Forces are in eV/Å.

The relative energy (zero: lowest compared OMol25 entry of this formula, charge and spin) is 5.363 eV. The HOMO energy comes out at -9.060 eV. The SMILES is CO[C@@H](O)[C@@H](C)N=O. The HOMO-LUMO gap is 9.1 eV. The value obtained for the largest force on an atom is 3.07 eV/Å.

natural (NBO) population analysis, charges in e, atoms 1 to 5: 0.39, -0.27, -0.25, -0.63, -0.59

Entry 6:
The following is a DFT calculation (ωB97M-V/def2-TZVPD) of the molecule C5H10O.

Structure (XYZ):
```
16
Properties=species:S:1:pos:R:3:forces:R:3
C 1.9082 -0.3178 0.5663 0.1392 -0.0537 0.0881
C 0.4596 -0.1087 0.2117 -0.0845 -0.0404 -0.2115
C -0.4449 0.5319 1.2489 0.2495 0.2662 -0.0010
O -1.7040 -0.1139 1.3480 0.0017 -0.2637 0.0491
C 0.0002 -0.4144 -1.0066 0.1582 0.0697 0.1029
C -1.2849 0.0798 -1.6054 -0.1092 0.0373 -0.0436
H 2.3623 -1.1086 -0.0398 -0.0977 0.1064 0.0791
H 2.0679 -0.5496 1.6254 -0.0960 -0.0296 -0.1563
H 2.4669 0.6038 0.3536 -0.0545 -0.1246 0.1109
H -1.5320 -1.0637 1.2911 -0.1175 0.1719 0.0152
H -0.6684 1.5773 1.0013 0.0663 -0.1075 -0.0076
H 0.0580 0.5399 2.2292 -0.0415 -0.0244 -0.1993
H 0.6551 -0.9825 -1.6728 -0.0683 0.2040 0.1181
H -2.0903 -0.6618 -1.6255 0.1455 0.0116 0.0156
H -1.0846 0.3768 -2.6406 -0.1056 -0.0509 0.0933
H -1.6625 0.9552 -1.0695 0.0143 -0.1723 -0.0529
```
Forces are in eV/Å.

The relative energy (zero: lowest compared OMol25 entry of this formula, charge and spin) is 0.980 eV. The HOMO energy comes out at -9.030 eV. The SMILES is C/C=C(/C)CO. The HOMO-LUMO gap is 10.0 eV. The value obtained for the largest force on an atom is 0.36 eV/Å.

natural (NBO) population analysis, charges in e, atoms 1 to 5: -0.64, -0.04, -0.10, -0.71, -0.17